Arrangement i

26
Properties=species:S:1:pos:R:3:nbo_charge:R:1 method="wB97M-V/def2-TZVPD" lumo_ev=0.30 total_charge=0
C -0.18192 -2.27387 -0.77608 -0.238
S 0.19265 2.71056 1.30969 2.465
H 1.78669 3.55960 -0.86908 0.151
C -0.64326 -1.40963 0.20161 0.155
N -0.07956 2.75410 -0.23025 -0.923
C -0.48197 -3.64383 -0.55953 -0.182
H -2.17522 -3.69688 2.25291 0.224
H -0.23830 -4.31109 -1.27459 0.206
H 0.47745 3.83467 -1.84957 0.202
C -1.20930 -4.09118 0.55949 -0.204
H 1.70832 1.25507 -1.88035 0.422
H -0.85225 0.70130 1.10982 0.499
O 0.21419 3.92509 2.05555 -0.947
N -0.39793 -0.02222 0.15986 -0.655
H 0.29592 -1.84585 -1.61859 0.230
O -0.76676 1.77380 1.90831 -0.928
H 2.31004 2.82514 1.57132 0.499
C -1.63274 -3.21306 1.51734 -0.202
C 0.34955 0.51467 -0.66697 0.819
C 0.68985 3.74566 -0.86275 -0.441
H -1.53008 -5.20116 0.66309 0.219
H -1.75033 -1.01695 1.76205 0.211
N 0.94695 0.64709 -1.70099 -0.668
C -1.42214 -1.86791 1.24991 -0.216
H 0.43130 4.67016 -0.55044 0.212
O 1.74435 2.11928 1.40220 -0.912

Arrangement ii

26
Properties=species:S:1:pos:R:3:nbo_charge:R:1 method="wB97M-V/def2-TZVPD" smiles="C[C@H](CC(=O)O)CC(=O)Nc1nncs1" lumo_ev=0.39 total_charge=0
C 3.33243 -1.16867 0.46178 -0.159
H -2.07742 0.48376 -1.70030 0.233
C -2.58389 -0.12469 -0.95120 -0.520
C -2.67231 0.65315 0.37731 -0.182
H -4.54279 -0.21110 1.01391 0.212
O -2.25362 -2.41894 -0.27091 -0.594
O -0.93328 2.78416 -0.52303 -0.581
N 0.85035 1.49660 -0.21657 -0.633
N 2.25273 -1.43823 1.08778 -0.226
H -3.59440 -0.35512 -1.29076 0.240
H 1.29635 2.15961 -0.84221 0.419
H -0.12235 -2.18532 -1.13534 0.501
H -3.58326 0.47046 2.32691 0.207
H -3.12828 1.62297 0.15275 0.226
C -1.26601 0.91045 0.93966 -0.547
C -0.48572 1.80343 0.01944 0.716
C -3.53221 -0.08656 1.39458 -0.611
S 3.27420 0.30869 -0.45960 0.309
H 4.20824 -1.78336 0.48783 0.227
H -0.73534 -0.02114 1.12398 0.265
H -1.35954 1.44197 1.89072 0.247
C -1.83271 -1.42077 -0.78820 0.796
O -0.59001 -1.34894 -1.29191 -0.696
N 1.29062 -0.54294 0.92481 -0.335
C 1.61472 0.43895 0.15320 0.260
H -3.12255 -1.07207 1.59843 0.227

Which of them is least stable? Easy: arrangement i.

Arrangement i

105
Properties=species:S:1:pos:R:3:mulliken_charge:R:1 method="wB97M-V/def2-TZVPD" smiles="COC[C@H](C)N.NC(N)=O.NC(N)=O.NC(N)=O.NC(N)=O.NC(N)=O.NC(N)=O.NC(N)=O.NC(N)=O.NC(N)=O.NC(N)=O.NC(N)=O" lumo_ev=-0.05 total_charge=0
C -18.24640 -24.10808 -12.26281 -0.508
H -22.48647 -18.32505 -9.87559 0.156
O -20.57330 -21.41992 -18.77002 -0.718
O -19.97001 -17.83215 -13.68099 -0.845
O -22.36140 -24.28938 -9.35363 -0.681
C -18.43760 -24.35228 -8.90779 0.518
H -16.00369 -17.63880 -16.44793 0.187
H -18.16589 -22.60109 -10.26680 0.584
H -23.91270 -24.62483 -11.99443 0.098
H -26.94091 -20.54224 -14.38588 0.152
H -22.98459 -21.81138 -16.92048 -0.171
H -19.19111 -25.12299 -9.07005 0.184
C -25.52583 -21.29445 -15.54064 0.559
C -16.23196 -19.04776 -15.19078 0.928
H -24.49114 -18.40415 -16.55164 0.219
C -22.78892 -18.07547 -15.49456 0.606
N -24.75063 -20.93049 -14.58056 0.164
H -15.32072 -17.32208 -14.83372 0.257
H -18.01130 -23.07884 -12.53390 0.327
N -17.19951 -19.48696 -15.97915 -0.151
O -20.10982 -27.92553 -16.41882 -0.759
N -23.46387 -18.41232 -10.11468 -0.504
N -22.61752 -19.30873 -11.73790 0.159
H -24.02768 -23.04207 -12.87471 0.012
H -25.48466 -24.71886 -15.39901 0.208
H -17.34539 -18.89570 -16.78490 0.166
N -19.10503 -19.64394 -12.78948 -0.198
H -23.02704 -21.54347 -10.56790 0.115
H -17.28919 -24.46857 -11.88612 0.190
H -20.16560 -21.68638 -15.75179 0.009
H -18.62186 -16.89049 -11.64155 0.263
N -26.75200 -21.19672 -15.13158 -0.450
N -20.27129 -23.16768 -14.17525 0.896
H -22.62120 -19.94702 -12.52063 -0.338
N -24.03006 -17.83322 -15.85770 -0.388
H -19.98201 -24.79858 -16.05946 -0.132
O -22.01266 -22.10813 -13.43212 0.234
H -21.89641 -25.43900 -15.97763 0.114
C -23.72688 -19.16567 -11.05346 0.628
N -15.95520 -17.80583 -15.45301 -0.476
N -24.89172 -24.20976 -14.75922 -0.261
H -24.28562 -21.89339 -8.92419 0.134
H -20.43099 -23.82529 -13.42549 0.127
H -22.85472 -23.60288 -18.45352 0.172
C -22.85493 -23.19959 -9.48734 0.682
N -21.67009 -26.30621 -16.44327 -0.320
C -19.29097 -18.40483 -12.83418 0.325
N -19.63485 -25.74373 -15.98025 -0.068
O -21.93636 -18.82538 -15.94541 -0.810
H -21.59268 -17.39176 -14.19626 0.421
C -18.61468 -23.95104 -7.50406 -1.342
O -24.70843 -19.75955 -11.19410 -0.606
H -16.68105 -24.59855 -9.96275 0.275
C -20.45231 -26.70943 -16.29023 0.629
H -19.46485 -23.01185 -14.76301 -0.326
H -19.63270 -23.56406 -7.45962 0.325
H -21.75468 -22.75955 -10.97830 -0.290
H -24.60381 -17.08721 -15.49113 0.126
C -24.39104 -24.82424 -13.71625 0.577
H -24.01894 -18.41000 -9.27088 0.280
N -17.11905 -24.85316 -9.08901 -0.647
H -22.30191 -27.08955 -16.35791 0.274
H -17.55460 -20.42734 -16.07768 -0.215
H -18.52313 -24.80567 -6.83374 0.335
N -22.52178 -22.40615 -10.42442 0.010
H -19.32965 -20.03873 -11.88738 0.336
H -23.22165 -16.53466 -14.38450 0.122
H -24.68644 -23.22459 -14.84522 0.188
H -19.72385 -22.86836 -9.67440 0.304
O -15.75488 -19.77327 -14.38606 -0.718
C -21.58110 -21.92854 -18.38834 0.604
C -18.85947 -23.41420 -10.05256 -1.043
O -24.26305 -26.01715 -13.69796 -0.755
O -19.26104 -24.10463 -11.29313 -0.284
C -21.00130 -22.13342 -14.10076 0.781
C -17.10122 -22.91403 -15.92186 0.629
H -23.74194 -20.97729 -14.60207 -0.495
H -18.30694 -18.67310 -11.26403 0.184
N -16.12684 -22.65156 -15.12153 -0.317
H -17.49088 -24.21433 -17.25986 0.326
H -27.42972 -21.56031 -15.78624 0.264
N -24.02142 -24.05045 -12.81807 -0.005
H -25.30242 -20.60469 -13.79987 0.110
N -23.82103 -22.78116 -8.79723 -0.358
N -16.72511 -23.85434 -16.70839 -0.507
H -15.31503 -23.20498 -15.35559 0.158
N -18.76379 -17.88837 -11.70628 -0.361
O -18.19778 -22.36581 -15.93372 -0.869
O -25.18409 -21.78590 -16.60296 -0.665
H -22.05406 -20.41648 -17.18759 0.179
N -22.01642 -23.13042 -18.76033 -0.356
H -18.43654 -24.77023 -13.10749 0.079
H -24.13089 -23.46813 -8.12479 0.238
H -16.04968 -24.58657 -16.54184 0.218
H -16.03874 -21.70574 -14.77835 0.147
H -21.34644 -20.51282 -15.20067 -0.572
H -21.81515 -18.74858 -11.48784 0.066
H -18.69588 -25.93342 -15.66016 0.137
H -19.39073 -20.17214 -13.60156 0.026
N -22.22340 -21.38285 -17.42748 0.133
H -21.49625 -23.52513 -19.53087 0.226
N -20.70023 -21.26426 -15.00608 0.179
N -22.53726 -17.26306 -14.52987 -0.355
H -17.20271 -25.85690 -9.01412 0.280
H -17.99916 -23.14111 -7.11259 0.325

Arrangement ii

105
Properties=species:S:1:pos:R:3:mulliken_charge:R:1 method="wB97M-V/def2-TZVPD" smiles="COC[C@H](C)N.NC(N)=O.NC(N)=O.NC(N)=O.NC(N)=O.NC(N)=O.NC(N)=O.NC(N)=O.NC(N)=O.NC(N)=O.NC(N)=O.NC(N)=O" lumo_ev=-0.81 total_charge=0
H 0.13322 1.45871 4.04456 0.098
O -2.56827 6.05682 -0.75390 -0.733
H 0.92095 -3.12464 -5.77985 0.362
O 2.21432 -2.02791 0.35052 -0.313
H 0.15359 -0.33476 -3.40350 0.070
C -4.17881 -2.24444 1.94825 0.684
H 1.97862 -4.99160 -1.63439 0.271
H 3.57524 -0.00725 0.95924 0.131
C -0.23256 -3.08811 2.68244 0.730
H 2.54170 -0.25834 -6.37329 0.345
H 0.27426 1.57847 -2.54266 -0.009
O -0.37166 1.90886 0.27012 -0.584
H -2.22706 4.73026 1.30985 0.237
H 4.99141 -0.63933 0.11658 0.186
H 1.61545 -2.63931 3.51481 0.098
H 5.04967 -2.51722 -0.98518 0.184
N 0.51412 3.80485 3.06577 0.025
H 2.02751 -3.22125 -4.41943 0.332
N -0.75832 -3.35548 -1.41520 0.628
C -0.05885 3.48065 4.26072 0.387
H 0.36779 4.71933 2.66854 0.082
C 1.35078 1.69139 -2.67681 -0.266
H 2.54861 -0.53404 4.66337 0.165
H 0.78678 -0.67702 1.65980 -0.503
C -4.71802 -3.89560 -1.85905 0.435
H 1.89819 1.44616 -1.76134 0.176
O 1.13227 6.42119 1.00113 -0.596
H -3.44022 -2.28432 -1.36953 0.066
C -0.03973 -4.44257 -1.77609 0.271
H 1.61094 -0.97553 -2.78892 -0.151
N 4.19859 2.15668 4.41646 -0.458
H -3.77455 -2.69046 -3.05406 0.131
O 1.82284 0.88462 -3.75115 -0.519
H -0.92022 3.48070 -1.67758 0.194
C 1.41203 -1.16265 -4.95677 0.302
H -4.54889 -0.16454 -3.27630 0.260
O 2.92070 1.28726 2.84087 -0.699
N 1.11843 -2.96398 2.70915 -0.332
H -2.56924 -3.43380 2.11587 0.238
N 3.21868 0.18053 4.88676 -0.352
H 1.36025 0.84969 2.06286 -0.174
C 2.00247 5.83158 0.38584 0.550
H 1.48327 -3.54076 -0.89085 -0.065
O -0.55529 -5.52687 -2.04158 -0.703
N -0.73572 -0.40317 0.03661 2.006
H 3.62316 0.13169 5.80134 0.176
C 1.19497 -2.65361 -4.83316 -1.245
O -5.37895 -2.06522 2.16310 -0.716
H 0.02278 2.02929 5.64813 0.231
O -0.84483 -3.42426 1.64527 -0.663
C -3.50903 0.71925 -1.90000 0.515
H -2.60560 1.95991 -0.58535 -0.037
N 1.95021 4.51798 0.02899 -0.120
H -0.26569 -1.27007 0.22371 -0.301
H -1.42929 -0.39152 -0.72484 -0.449
H -2.29032 -1.31287 1.57400 -0.059
N -1.36097 4.38392 -1.71908 -0.191
N 3.24306 6.37729 0.14485 -0.444
H 4.02689 5.75956 0.06350 0.151
N 0.28731 2.21580 4.69526 -0.214
H -1.30218 4.85864 -2.60131 0.207
H 1.56259 2.74723 -2.85320 0.292
N -4.58489 -4.45868 -0.62993 -0.216
N -0.87828 -2.65458 3.78612 -0.300
H 0.30796 -2.91583 -4.24206 0.169
H 2.70018 4.14477 -0.51988 0.229
H -0.24081 -2.49522 -1.45770 -0.566
N -4.61913 0.66275 -2.69944 -0.521
O -5.32167 -4.45221 -2.77336 -0.699
C 3.43335 1.12272 3.96225 0.676
O -2.63545 -0.16884 -1.87637 -0.647
H -3.99026 -4.16102 0.12806 0.196
C -1.87344 5.03733 -0.64663 0.366
N -3.60039 -3.45696 2.19180 -0.470
N 4.12561 -2.70607 -0.64719 -0.428
H 1.14105 3.94840 0.20663 -0.049
N 2.74068 -0.89471 -5.60958 -0.858
H 3.70498 -3.61482 -0.71133 0.198
H -1.87847 -2.59965 3.86035 0.195
C 3.37134 -1.77779 -0.04388 0.464
H -4.21611 -4.14648 2.58309 0.158
H 4.38746 2.32337 5.38876 0.167
N -3.29175 -1.25738 1.64637 -0.084
H -3.68125 -0.43470 2.09371 0.182
H -5.12608 -5.27090 -0.39318 0.191
H -4.13245 2.53991 -1.23195 0.194
N 0.63770 0.31155 1.58281 0.859
H 1.63542 -3.08782 1.84315 0.169
H 3.40310 7.34317 0.36015 0.239
H 3.14818 -0.22933 -4.95106 0.329
H 4.34133 2.93494 3.79902 0.222
H -1.10105 3.61724 0.50396 0.132
H -1.74979 -3.43375 -1.29564 -0.052
C -0.19306 0.73281 0.56681 -0.398
N 1.30167 -4.25338 -1.59376 -0.068
C 1.21932 -0.40676 -3.64530 0.245
H 1.19872 3.19096 2.66314 0.033
N -1.63215 4.47294 0.54409 0.028
N -3.43753 1.82406 -1.13946 -0.184
H 0.76358 -0.71941 -5.71937 0.340
H -0.25947 -2.28021 4.48100 0.121
N 4.00016 -0.60553 0.26464 -0.342
H -4.93747 1.55786 -3.02006 0.203
O -0.80270 4.20260 4.90604 -0.665
N -3.82752 -2.89112 -2.06878 -0.080

Which of them is least stable? Easy: arrangement i.

Arrangement i

15
Properties=species:S:1:pos:R:3:nbo_charge:R:1 method="wB97M-V/def2-TZVPD" smiles=C[C@@H]([NH3+])CS lumo_ev=-3.48 total_charge=+1
H -0.54149 -0.96669 1.47414 0.453
H 1.77049 0.70496 -1.62612 0.265
C -1.08995 0.41359 -0.51167 -0.552
H 2.32971 0.32937 -0.00813 0.229
H -3.13637 0.15524 0.73432 0.164
C 0.27753 -0.28143 -0.39145 -0.036
S -2.47208 -0.69579 -0.07404 -0.017
H 0.92114 -0.22258 1.64041 0.437
H -1.06264 1.29538 0.13030 0.236
N 0.39451 -0.87205 1.03773 -0.699
H -1.20613 0.77772 -1.52669 0.260
H 1.18141 1.66058 -0.30654 0.235
H 0.31956 -1.16057 -1.02505 0.227
C 1.46171 0.64206 -0.58466 -0.649
H 0.85259 -1.77981 1.03744 0.447

Arrangement ii

15
Properties=species:S:1:pos:R:3:nbo_charge:R:1 method="wB97M-V/def2-TZVPD" lumo_ev=-6.29 total_charge=+1
H -1.23816 2.65570 -0.03119 0.242
H -1.39910 -2.23566 -0.91303 0.376
N -0.39616 -2.13160 -1.08473 -0.781
C -0.71888 2.39276 0.87976 -0.394
H 1.50197 0.72521 -1.62388 0.245
H -1.38783 2.14359 1.73517 0.240
C 0.05496 -1.64971 0.21168 -0.117
H 0.05900 3.06687 1.23740 0.244
H -0.62099 -2.00419 1.02092 0.211
H 2.21386 -0.26005 -0.25326 0.224
C 1.64649 0.62529 -0.55283 -0.543
S -0.26728 0.38220 0.20376 0.188
H 2.02987 1.50130 -0.06634 0.228
H -0.13153 -3.13607 -1.03507 0.403
H 1.05372 -1.87171 0.59436 0.233

Which of them is least stable? Easy: arrangement ii.

Arrangement i

15
Properties=species:S:1:pos:R:3:nbo_charge:R:1 method="wB97M-V/def2-TZVPD" lumo_ev=-4.53 total_charge=+1
S -0.50858 0.12050 -1.64286 -0.016
H 0.17512 -1.13460 -3.71910 0.251
H -0.69508 1.83905 1.57498 0.428
H -1.69303 -0.27531 -2.29233 0.170
C -0.95364 -0.06353 1.00861 0.092
N -0.28036 0.94059 1.45223 -0.446
C 0.99319 0.92244 2.05744 -0.454
H 1.58699 1.88003 1.71987 0.249
H 1.22951 -1.01887 -2.25840 0.219
H -0.28316 -2.10091 -2.29110 0.231
H 1.53024 0.04000 1.91748 0.233
H 0.99576 1.09900 3.23199 0.256
H -1.99565 -0.01666 0.81848 0.243
H -0.38685 -1.04826 1.04800 0.241
C 0.28554 -1.18347 -2.62530 -0.698

Arrangement ii

15
Properties=species:S:1:pos:R:3:nbo_charge:R:1 method="wB97M-V/def2-TZVPD" lumo_ev=-5.04 total_charge=+1
H -1.96780 1.03573 0.01875 0.219
H 1.69874 -1.37886 1.51560 0.239
H -0.83520 0.73200 -1.99214 0.247
C 0.75655 -0.98990 1.91166 -0.574
C -0.25809 -0.16261 -1.71785 -0.116
H -1.54271 0.76222 1.78598 0.233
H 1.45740 -0.97039 -2.15652 0.376
H 1.52361 0.60842 -2.27405 0.392
H -0.75658 -1.11753 -1.61876 0.237
N 0.90534 -0.17507 -2.48103 -0.721
C -1.32494 1.27775 0.85930 -0.524
H 0.15236 -1.80130 2.31078 0.252
H 1.02228 -0.22335 2.63412 0.253
H -1.10944 2.34755 0.93669 0.250
S 0.27848 0.05535 0.26747 0.238

Which of them is least stable? Easy: arrangement ii.